1.
A molecular structure, C48H54MgN4O3P, computed with ωB97M-V/def2-TZVPD.

Geometry as XYZ:
```
111
Properties=species:S:1:pos:R:3:forces:R:3:mulliken_charge:R:1
Mg 0.062 -0.221 0.914 0.0 0.1 -0.1 3.76
C -6.565 -2.942 1.741 0.0 0.0 0.0 -1.61
C -5.349 -2.134 1.380 0.0 0.0 0.0 -0.14
C -5.306 -1.294 0.305 0.0 0.0 0.0 -1.21
C -4.179 -0.489 -0.023 0.0 0.0 0.0 1.24
C -4.382 0.264 -1.206 0.0 0.0 0.0 -0.59
N -3.833 1.326 -1.730 0.0 0.0 0.0 0.05
C -2.880 2.294 -1.186 0.0 0.0 0.0 0.40
C -3.511 3.084 -0.044 0.0 0.0 0.0 -0.60
C -2.583 4.164 0.489 0.0 0.0 0.0 -1.05
N -1.480 3.574 1.243 0.0 0.0 0.0 0.46
C -0.665 4.240 1.998 0.0 0.0 0.0 -0.17
C 0.462 3.682 2.654 0.0 0.0 0.0 0.51
C 1.290 4.517 3.430 0.0 0.0 0.0 -1.07
C 2.427 4.049 4.042 0.0 0.0 0.0 0.28
C 3.315 4.932 4.876 0.0 0.0 0.0 -1.59
C 2.749 2.699 3.839 0.0 0.0 0.0 -0.76
C 1.984 1.835 3.076 0.0 0.0 0.0 0.72
C 2.463 0.474 2.881 0.0 0.0 0.0 -1.02
N 1.970 -0.401 2.097 0.0 0.0 0.0 0.05
C 2.623 -1.709 2.090 0.0 0.0 0.0 -0.95
C 1.560 -2.806 2.119 0.0 0.0 0.0 0.32
C 0.408 -2.476 3.069 0.0 0.0 0.0 -1.48
N -0.607 -1.696 2.347 0.1 0.0 0.0 0.03
C -1.820 -2.014 2.552 0.0 0.0 0.0 -1.30
C -3.001 -1.560 1.823 0.0 0.0 0.0 1.13
C -4.157 -2.253 2.111 0.0 0.0 0.0 -0.60
C -2.965 -0.582 0.755 0.0 0.0 0.0 -0.28
O -1.928 0.089 0.492 0.0 0.0 0.0 0.17
C 0.778 2.303 2.481 0.0 0.0 0.0 0.16
O 0.000 1.542 1.808 0.0 -0.1 0.0 -0.71
H -7.401 -2.706 1.086 0.0 0.0 0.0 0.40
H -6.878 -2.745 2.767 0.0 0.0 0.0 0.35
H -6.368 -4.013 1.659 0.0 0.0 0.0 0.35
H -6.185 -1.213 -0.327 0.0 0.0 0.0 0.35
H -5.203 -0.103 -1.815 0.0 0.0 0.0 0.43
H -4.219 1.587 -2.626 0.0 0.0 0.0 0.38
H -2.612 2.953 -2.011 0.0 0.0 0.0 0.61
H -1.960 1.794 -0.895 0.0 0.0 0.0 -1.09
H -3.794 2.408 0.769 0.0 0.0 0.0 0.13
H -4.425 3.569 -0.393 0.0 0.0 0.0 0.49
H -3.131 4.836 1.149 0.0 0.0 0.0 0.65
H -2.173 4.751 -0.336 0.0 0.0 0.0 0.32
H -1.234 2.581 1.123 0.0 0.0 0.0 -0.38
H -0.862 5.303 2.117 0.0 0.0 0.0 0.54
H 1.015 5.561 3.537 0.0 0.0 0.0 0.37
H 2.904 5.936 4.958 0.0 0.0 0.0 0.39
H 4.311 5.014 4.438 0.0 0.0 0.0 0.34
H 3.431 4.534 5.885 0.0 0.0 0.0 0.35
H 3.658 2.312 4.289 0.0 0.0 0.0 0.51
H 3.351 0.218 3.471 0.0 0.0 0.0 0.28
H 3.292 -1.804 2.952 0.0 0.0 0.0 0.68
H 3.231 -1.794 1.185 0.0 0.0 0.0 -0.32
H 2.029 -3.748 2.406 0.0 0.0 0.0 0.61
H 1.147 -2.949 1.115 0.0 0.0 0.0 -0.61
H 0.773 -1.889 3.916 0.0 0.0 0.0 0.34
H -0.040 -3.390 3.468 0.0 0.0 0.0 0.69
H -2.040 -2.787 3.296 0.0 0.0 0.0 0.28
H -4.128 -2.967 2.931 0.0 0.0 0.0 0.49
C 3.377 1.903 0.027 0.0 0.0 0.0 -1.33
C 4.087 0.638 -0.350 0.0 0.0 0.0 0.53
C 5.447 0.523 -0.080 0.0 0.0 0.0 -0.66
C 6.196 -0.544 -0.552 0.0 0.0 0.0 -0.90
C 5.583 -1.498 -1.346 0.0 0.0 0.0 -0.91
C 4.223 -1.411 -1.604 0.0 0.0 0.0 -0.74
C 3.443 -0.385 -1.071 0.0 0.0 0.0 0.66
P 1.629 -0.193 -1.358 -0.1 0.0 0.0 1.22
C 1.099 -1.743 -2.193 0.0 0.0 -0.1 0.48
C 1.609 -2.968 -1.757 0.0 0.0 0.0 -0.54
C 1.198 -4.172 -2.305 0.0 0.0 0.0 -1.44
C 0.243 -4.166 -3.310 0.0 0.0 0.0 -0.76
C -0.322 -2.963 -3.700 0.0 0.0 0.0 -0.58
C 0.057 -1.746 -3.137 0.0 0.0 0.0 0.39
C -0.734 -0.519 -3.515 0.0 0.0 0.0 -1.30
C 1.596 1.092 -2.607 0.0 0.0 0.0 0.50
C 2.224 0.778 -3.824 0.0 0.0 0.0 -0.15
C 2.123 1.577 -4.934 0.0 0.0 0.0 -0.99
C 1.361 2.760 -4.819 0.0 0.0 0.0 -0.66
C 0.772 3.114 -3.642 0.0 0.0 0.0 -1.28
C 0.873 2.322 -2.442 0.0 0.0 0.0 1.22
C 0.274 2.760 -1.267 0.0 0.0 0.0 -0.95
H 3.931 2.455 0.787 0.0 0.0 0.0 0.49
H 2.370 1.720 0.399 0.0 0.0 0.0 -0.35
H 3.256 2.541 -0.851 0.0 0.0 0.0 0.41
H 5.932 1.310 0.487 0.0 0.0 0.0 0.46
H 7.254 -0.605 -0.334 0.0 0.0 0.0 0.40
H 6.159 -2.307 -1.777 0.0 0.0 0.0 0.47
H 3.780 -2.150 -2.254 0.0 0.0 0.0 0.57
H 2.342 -2.989 -0.962 0.0 0.0 0.0 0.55
H 1.629 -5.102 -1.956 0.0 0.0 0.0 0.47
H -0.071 -5.092 -3.777 0.0 0.0 0.0 0.45
H -1.102 -2.961 -4.453 0.0 0.0 0.0 0.48
H -1.693 -0.830 -3.937 0.0 0.0 0.0 0.58
H -0.218 0.097 -4.253 0.0 0.0 0.0 0.33
H -0.926 0.119 -2.648 0.0 0.0 0.0 -0.30
H 2.788 -0.149 -3.894 0.0 0.0 0.0 0.27
H 2.611 1.313 -5.862 0.0 0.0 0.0 0.40
H 1.252 3.412 -5.679 0.0 0.0 0.0 0.41
H 0.218 4.045 -3.579 0.0 0.0 0.0 0.40
H 0.519 2.322 -0.314 0.0 0.0 0.0 -0.08
H -0.153 3.759 -1.248 0.0 0.0 0.0 0.32
C -1.249 -4.675 0.159 0.0 0.0 0.0 -1.37
C -1.624 -3.441 -0.615 -0.1 0.0 0.0 0.99
C -2.809 -3.560 -1.538 0.0 0.0 0.0 -1.42
O -1.064 -2.378 -0.455 0.1 -0.1 0.1 0.43
H -1.119 -5.523 -0.513 0.0 0.0 0.0 0.43
H -2.072 -4.928 0.835 0.0 0.0 0.0 0.33
H -0.340 -4.518 0.734 0.0 0.0 0.0 0.13
H -2.735 -4.451 -2.161 0.0 0.0 0.0 0.43
H -2.882 -2.672 -2.160 0.0 0.0 0.0 0.08
H -3.714 -3.657 -0.929 0.0 0.0 0.0 0.34
```
Positions in Å, forces in eV/Å.

## Properties
HOMO energy: -7.09 eV
orbital gap: 0.143 hartree
molecular weight: 790.26 g mol⁻¹
net charge: +1
LUMO level: -3.19 eV
E_tot: -2847.58172 a.u.

2.
A molecular structure, C17H15Cl5FN2O2ReSSbSe4, computed with ωB97M-V/def2-TZVPD.

Geometry as XYZ:
```
49
Properties=species:S:1:pos:R:3:forces:R:3:mulliken_spin:R:1
Re -1.751 -1.584 1.368 -0.1 -0.2 0.0 0.93
Se -7.323 -1.810 1.320 0.0 0.0 0.0 -0.01
Sb -5.193 -1.294 0.327 0.0 0.0 0.1 0.00
Se -3.546 0.043 1.776 -0.1 0.0 -0.1 0.02
Se -3.424 -3.148 0.595 0.1 0.1 0.0 0.02
Se -5.186 -0.404 -1.938 0.0 0.0 0.0 0.00
Cl 4.950 -2.098 4.244 0.0 0.0 0.0 0.00
C 3.459 -2.342 3.396 0.0 0.0 0.0 0.00
C 2.574 -1.286 3.199 0.0 -0.1 0.0 0.00
Cl 2.981 0.288 3.787 0.0 0.0 0.0 0.00
C 1.378 -1.485 2.529 -0.1 0.0 -0.1 0.00
Cl 0.323 -0.135 2.271 0.0 0.1 0.0 0.00
C 0.985 -2.747 2.004 0.4 0.0 0.2 -0.01
O -0.089 -2.977 1.356 -0.1 0.0 -0.2 -0.02
C 1.930 -3.795 2.217 -0.2 0.1 0.0 0.00
Cl 1.516 -5.340 1.576 0.0 -0.1 0.0 0.00
C 3.119 -3.597 2.892 0.1 0.0 0.0 0.00
Cl 4.212 -4.920 3.120 0.0 0.0 0.0 0.00
C 1.041 -1.198 -1.258 0.0 0.0 0.0 0.00
C -0.465 -1.375 -1.446 0.1 0.1 0.0 0.02
C -0.818 -2.815 -1.797 0.0 0.1 0.0 0.00
C -0.967 -0.454 -2.555 0.1 0.0 0.0 0.00
O -1.100 -0.913 -0.248 -0.1 -0.1 0.1 0.02
H 1.557 -1.374 -2.206 0.0 0.0 0.0 0.00
H 1.428 -1.901 -0.520 0.0 0.0 0.0 0.00
H 1.252 -0.181 -0.924 0.0 0.0 0.0 0.00
H -0.309 -3.078 -2.729 0.0 0.0 0.0 0.00
H -1.893 -2.913 -1.944 0.0 0.0 0.0 0.00
H -0.508 -3.506 -1.016 0.0 0.0 0.1 0.00
H -0.581 -0.794 -3.520 0.0 0.0 0.0 0.00
H -0.628 0.569 -2.386 0.0 -0.1 0.0 0.00
H -2.058 -0.465 -2.581 0.0 0.0 0.0 0.00
N -2.556 1.787 -1.015 -0.2 0.3 -0.1 0.00
C -1.508 2.599 -1.017 0.0 -0.2 0.2 -0.01
N -0.685 2.771 -0.020 0.0 -0.1 0.0 0.00
C 0.323 3.636 -0.363 0.0 0.1 0.0 0.00
C 1.372 4.016 0.478 0.0 0.0 0.0 0.00
C 2.330 4.901 0.013 0.0 0.0 0.0 0.00
C 2.266 5.424 -1.279 0.0 0.0 0.0 0.00
C 1.231 5.058 -2.130 0.0 0.0 0.0 0.00
C 0.276 4.170 -1.665 0.0 0.0 0.0 0.00
S -1.117 3.515 -2.486 0.0 0.1 -0.1 0.00
H -2.769 1.196 -0.211 0.1 0.1 0.1 0.00
H -3.159 1.666 -1.812 0.0 -0.1 0.0 0.00
H 1.416 3.603 1.477 0.0 0.0 0.0 0.00
H 3.145 5.190 0.665 0.0 0.0 0.0 0.00
H 3.028 6.111 -1.625 0.0 0.0 0.0 0.00
H 1.178 5.454 -3.137 0.0 0.0 0.0 0.00
F -1.636 -2.066 3.218 0.0 0.0 -0.1 0.02
```
Positions in Å, forces in eV/Å.

## Properties
HOMO energy (spin up / spin down): -2.02 / -2.18 eV
multiplicity: 2
orbital gap (spin up / spin down): 0.209 / 0.215 hartree
molecular weight: 1131.46 g mol⁻¹
net charge: -2
LUMO level (spin up / spin down): 3.68 / 3.68 eV
E_tot: -13640.37608 a.u.

3.
A molecular structure, C12H18AsN4O8RuS, computed with ωB97M-V/def2-TZVPD.

Geometry as XYZ:
```
45
Properties=species:S:1:pos:R:3:forces:R:3:mulliken_spin:R:1
Ru 0.168 0.397 -1.901 0.4 -0.4 0.4 4.09
O -1.041 1.380 1.962 0.1 0.0 -0.1 0.01
As -1.230 -0.113 1.059 0.3 0.0 0.0 0.02
O -1.458 -1.310 2.129 0.0 0.0 -0.2 0.02
O 0.161 -0.319 0.057 -0.4 0.3 0.2 0.15
C -2.772 0.122 -0.110 -0.1 0.1 -0.1 0.04
C -3.750 -0.840 0.131 0.0 0.0 0.0 0.01
C -4.920 -0.863 -0.610 0.0 0.0 0.0 0.00
C -5.140 0.083 -1.600 -0.1 0.0 0.0 0.00
C -4.186 1.053 -1.852 0.1 0.0 0.1 0.00
C -3.007 1.069 -1.115 -0.1 -0.1 0.1 -0.04
S -1.850 2.319 -1.597 0.3 -0.1 0.0 0.02
O -2.509 3.578 -1.667 0.0 0.1 -0.2 0.01
O -1.254 1.820 -2.888 -0.3 -0.1 0.2 0.10
O -0.728 2.202 -0.630 -0.1 0.1 0.0 0.08
H -0.920 2.114 1.341 0.0 -0.1 0.0 0.00
H -3.568 -1.568 0.912 0.0 0.0 0.0 0.00
H -5.666 -1.621 -0.412 0.0 0.0 0.0 0.00
H -6.056 0.069 -2.174 0.0 0.0 0.0 0.00
H -4.351 1.803 -2.614 0.0 0.0 0.0 0.00
N 1.095 0.394 -4.044 0.0 0.2 0.0 0.12
H 1.630 -0.454 -4.184 0.0 0.0 0.0 -0.01
H 1.734 1.182 -4.051 0.0 0.0 -0.1 -0.01
H 0.428 0.512 -4.799 0.0 0.0 0.0 -0.01
N 2.405 0.732 -1.483 0.2 0.2 0.1 0.06
C 2.717 0.442 -0.393 -0.2 0.0 -0.2 0.05
N 3.056 0.116 0.808 0.1 -0.1 0.1 0.03
C 3.367 -1.306 1.106 0.0 0.1 0.0 0.00
C 2.396 -1.859 2.136 0.0 0.0 0.0 0.01
C 2.326 -0.980 3.406 0.0 0.0 0.0 0.00
C 3.066 0.348 3.234 0.0 0.0 0.0 0.00
C 2.674 1.016 1.930 0.0 -0.1 -0.1 0.00
H 4.400 -1.351 1.455 0.0 0.0 0.0 0.00
H 3.302 -1.856 0.169 0.0 0.0 0.0 0.00
H 2.717 -2.873 2.379 0.0 0.0 0.0 0.00
H 1.409 -1.941 1.684 0.0 0.0 0.0 0.00
H 2.737 -1.511 4.266 0.0 0.0 0.0 0.00
H 1.278 -0.774 3.631 0.0 0.0 0.0 0.00
H 4.149 0.202 3.260 0.0 0.0 0.0 0.00
H 2.821 1.029 4.050 0.0 0.0 0.0 0.00
H 3.173 1.974 1.789 0.0 0.0 0.0 0.00
H 1.594 1.165 1.900 -0.1 0.0 0.0 0.00
O -1.114 -1.435 -2.227 0.0 -0.1 -0.2 0.15
N -0.213 -2.318 -2.251 0.0 0.2 0.0 0.00
O 0.927 -1.826 -2.192 0.0 -0.2 0.0 0.12
```
Positions in Å, forces in eV/Å.

## Properties
HOMO energy (spin up / spin down): -8.87 / -9.74 eV
multiplicity: 6
orbital gap (spin up / spin down): 0.336 / 0.287 hartree
molecular weight: 554.35 g mol⁻¹
net charge: 0
LUMO level (spin up / spin down): 0.28 / -1.92 eV
E_tot: -4017.74448 a.u.

4.
A single C3H3Br2NO2 molecule in a non-equilibrium geometry, computed with ωB97M-V/def2-TZVPD.

Geometry as XYZ:
```
11
Properties=species:S:1:pos:R:3:forces:R:3:nbo_charge:R:1
N -1.436 -3.737 -0.311 0.1 2.5 0.6 -0.22
C -1.344 -2.610 -0.017 -0.3 -3.7 -1.4 0.23
C -1.229 -1.271 0.403 1.7 1.8 4.5 -0.48
Br -2.843 -0.239 0.318 -0.7 0.1 -0.4 0.10
C -0.085 -0.427 -0.266 1.1 -0.8 -0.7 0.67
O -0.176 -0.590 -1.617 -0.8 -0.2 1.7 -0.67
O 0.078 0.875 0.154 -1.1 -2.0 1.0 -0.66
Br 1.880 -1.482 0.275 -1.6 0.7 -0.2 -0.27
H -1.072 -1.339 1.661 0.1 0.2 -3.6 0.30
H 0.454 -0.044 -2.062 0.8 0.7 -0.5 0.51
H -0.266 0.835 1.090 0.7 0.7 -1.1 0.50
```
Positions in Å, forces in eV/Å.

## Properties
SMILES string: N#C[C@H](Br)C(O)(O)Br
HOMO energy: -10.20 eV
orbital gap: 0.353 hartree
molecular weight: 244.87 g mol⁻¹
net charge: 0
LUMO level: -0.59 eV
E_tot: -5469.33135 a.u.